Entry 1:
# C36H54N5OPPdSi

A structure of composition C36H54N5OPPdSi (ωB97M-V with the def2-TZVPD basis set, OMol25).

Cartesian coordinates (Å):
Pd  0.6527  -0.0872  0.2718
O  -0.9609  -1.8235  -0.1924
P  -1.8079  -2.8342  0.5321
C  -3.0273  -2.0759  1.6132
C  -2.7850  -0.7907  2.0839
C  -3.6620  -0.2018  2.9854
C  -4.7798  -0.8936  3.4200
C  -5.0269  -2.1816  2.9564
C  -4.1541  -2.7708  2.0593
C  -0.8180  -3.9216  1.5589
C  -1.3739  -4.9818  2.2740
C  -0.5754  -5.7586  3.0957
C  0.7802  -5.4759  3.2179
C  1.3397  -4.4290  2.5042
C  0.5424  -3.6567  1.6726
C  -2.7323  -3.8708  -0.6116
C  -3.9401  -3.4170  -1.1411
C  -4.6082  -4.1622  -2.0992
C  -4.0737  -5.3670  -2.5366
C  -2.8690  -5.8221  -2.0212
C  -2.1994  -5.0765  -1.0622
H  -1.9167  -0.2433  1.7489
H  -3.4621  0.7978  3.3483
H  -5.4609  -0.4353  4.1255
H  -5.9019  -2.7222  3.2924
H  -4.3680  -3.7658  1.6870
H  -2.4326  -5.2013  2.1999
H  -1.0137  -6.5719  3.6588
H  1.3952  -6.0588  3.8908
H  2.3877  -4.1891  2.6231
H  0.9644  -2.8207  1.1313
H  -4.3664  -2.4817  -0.7976
H  -5.5479  -3.8073  -2.5015
H  -4.5984  -5.9522  -3.2806
H  -2.4524  -6.7605  -2.3626
H  -1.2630  -5.4397  -0.6562
N  0.8304  0.4600  2.3862
C  0.8657  -0.3095  3.2774
N  0.8250  -1.0855  4.2882
C  1.8767  -1.7797  4.6842
N  2.7506  -2.4227  5.0900
C  -3.3473  3.2497  -0.5802
C  -3.1910  1.9523  -1.3635
C  -2.7622  2.2469  -2.8048
C  -4.5026  1.1756  -1.3600
N  -2.2281  1.0783  -0.6655
N  -0.9172  1.5961  -0.5004
H  -4.1701  3.8345  -0.9934
H  -2.4497  3.8687  -0.6280
H  -3.5682  3.0411  0.4682
H  -3.5014  2.8672  -3.3142
H  -2.6516  1.3195  -3.3717
H  -1.8134  2.7878  -2.8466
H  -5.2911  1.7439  -1.8551
H  -4.8094  0.9543  -0.3370
H  -4.3912  0.2271  -1.8927
H  -2.1194  0.2031  -1.1695
H  -0.8797  2.1934  0.3159
H  -0.5988  2.1365  -1.2983
C  4.3715  2.5041  -1.2127
C  3.2536  2.0399  -0.2641
C  2.1306  3.0897  -0.2862
C  3.8011  2.0453  1.1725
Si  2.6052  0.3063  -0.7487
C  3.7025  -1.1456  -0.1155
C  5.1793  -0.9363  -0.4931
C  3.2521  -2.4951  -0.7056
C  3.6326  -1.3150  1.4159
C  2.1570  0.1401  -2.6173
C  3.3979  -0.2018  -3.4587
C  1.5748  1.4248  -3.2258
C  1.0871  -0.9522  -2.8178
H  4.7400  3.4805  -0.8788
H  4.0314  2.6248  -2.2416
H  5.2248  1.8242  -1.2229
H  2.5343  4.0413  0.0744
H  1.3215  2.8096  0.3907
H  1.7195  3.2689  -1.2822
H  4.0694  3.0739  1.4361
H  4.7018  1.4428  1.2835
H  3.0601  1.7000  1.8954
H  5.3351  -0.8142  -1.5657
H  5.7506  -1.8177  -0.1807
H  5.6194  -0.0760  0.0100
H  3.3912  -2.5669  -1.7827
H  2.2059  -2.7191  -0.4906
H  3.8532  -3.2889  -0.2500
H  4.1109  -0.5036  1.9598
H  4.1535  -2.2391  1.6875
H  2.6125  -1.3908  1.7914
H  4.1673  0.5703  -3.3940
H  3.1006  -0.2768  -4.5112
H  3.8551  -1.1498  -3.1859
H  2.2805  2.2554  -3.2388
H  0.6743  1.7538  -2.7160
H  1.2933  1.2195  -4.2639
H  1.4428  -1.9545  -2.5899
H  0.7707  -0.9461  -3.8673
H  0.1912  -0.7864  -2.2122

Cartesian forces, eV/Å:
Pd -0.505 -0.110 0.004
O -0.186 -0.057 0.111
P 0.180 0.219 -0.181
C -0.091 -0.007 0.129
C -0.033 0.030 0.071
C 0.052 0.011 -0.041
C -0.034 -0.068 0.011
C -0.007 0.075 0.027
C -0.009 0.003 -0.089
C 0.112 -0.118 0.036
C -0.052 -0.022 -0.004
C -0.001 0.043 0.017
C -0.023 0.002 0.024
C 0.047 0.033 0.024
C -0.059 0.049 0.063
C -0.056 -0.110 -0.073
C -0.014 0.032 -0.022
C 0.020 -0.023 -0.002
C -0.005 0.008 -0.008
C -0.009 0.008 0.001
C 0.005 -0.021 0.039
H 0.076 0.011 -0.042
H 0.000 0.001 0.008
H -0.004 0.005 -0.003
H 0.000 -0.004 0.004
H 0.034 -0.006 0.011
H -0.009 0.012 -0.022
H 0.000 -0.010 -0.005
H 0.014 -0.010 -0.022
H 0.008 0.009 0.010
H -0.018 0.009 0.011
H 0.022 0.013 0.011
H -0.003 0.006 0.000
H -0.002 0.000 -0.003
H 0.007 -0.001 0.002
H 0.004 0.018 0.006
N 0.149 -0.100 -0.185
C 0.218 0.140 -0.008
N -0.235 -0.104 0.016
C 0.057 0.088 -0.024
N 0.012 -0.067 -0.042
C -0.060 0.025 0.040
C 0.097 -0.077 -0.033
C 0.003 0.009 -0.025
C -0.028 -0.042 -0.014
N 0.073 0.027 -0.024
N 0.234 -0.039 -0.157
H 0.010 0.017 -0.005
H 0.022 -0.015 -0.009
H -0.003 -0.032 -0.009
H -0.011 0.007 0.019
H -0.002 -0.008 0.010
H 0.002 0.010 0.001
H 0.003 0.009 0.005
H 0.000 0.021 0.011
H 0.020 -0.002 -0.009
H -0.088 -0.078 0.124
H -0.116 0.000 0.054
H -0.045 0.106 -0.035
C 0.056 0.048 0.017
C 0.122 0.124 -0.001
C -0.073 -0.003 -0.050
C 0.019 -0.009 -0.005
Si -0.040 0.081 0.384
C 0.072 -0.152 0.043
C 0.036 -0.038 -0.024
C -0.010 0.029 -0.030
C 0.046 0.023 0.000
C -0.029 0.041 -0.137
C -0.008 -0.039 -0.064
C 0.049 0.017 0.005
C 0.043 -0.009 -0.031
H 0.002 -0.002 0.003
H -0.017 -0.004 0.012
H -0.004 -0.035 0.026
H 0.012 0.022 -0.037
H 0.000 -0.027 0.017
H 0.014 -0.065 0.041
H 0.014 0.002 0.009
H 0.011 -0.028 -0.031
H -0.018 -0.023 -0.031
H -0.017 0.000 -0.017
H -0.003 0.006 0.012
H -0.022 0.038 0.027
H 0.017 0.035 -0.043
H -0.013 0.048 -0.029
H 0.000 -0.007 -0.008
H -0.015 0.040 -0.013
H 0.034 0.028 0.022
H 0.023 -0.050 -0.085
H -0.015 0.014 0.022
H 0.002 -0.002 0.002
H -0.011 -0.052 0.031
H -0.010 -0.031 0.029
H -0.116 0.026 0.075
H 0.020 0.011 -0.015
H 0.042 0.001 0.041
H 0.018 -0.030 -0.007
H -0.004 0.047 0.034

Charge: 0
Maximum force in eV/Å: 0.5
E_HOMO (alpha / beta) in Ha: -0.2846 / -0.2846
ΔE to the lowest compared entry with this formula, charge and spin in kcal per mole: 26.0
Gap between HOMO and LUMO (alpha / beta) in eV: 7.5 / 7.5
E_tot in a.u.: -2511.94181

The Mulliken scheme yields these atomic charges, measured in e: Pd -0.29; O 0.46; P 1.09; C 0.57; C -0.35; C -1.02; C -0.58; C -0.81; C -0.47; C 0.18; C -0.29; C -0.73; C -0.76; C -0.16; C 0.27; C 0.15; C -0.45; C -0.78; C -0.46; C -0.75; C -0.60; H 0.40; H 0.49; H 0.41; H 0.43; H 0.38; H 0.31; H 0.44; H 0.40; H 0.45; H -0.61; H 0.49; H 0.44; H 0.40; H 0.43; H 0.40; N -0.90; C 0.83; N -0.73; C 0.62; N -0.65; C -1.87; C 1.43; C -1.58; C -1.64; N 0.21; N -0.03; H 0.48; H 0.33; H 0.36; H 0.45; H 0.34; H 0.37; H 0.48; H 0.32; H 0.32; H -0.01; H 0.21; H -0.24; C -1.75; C 2.49; C -1.75; C -1.85; Si -0.21; C 2.89; C -1.89; C -1.74; C -1.63; C 2.97; C -1.90; C -1.73; C -1.90; H 0.55; H 0.29; H 0.28; H 0.63; H 0.09; H 0.30; H 0.62; H 0.35; H 0.23; H 0.31; H 0.56; H 0.34; H 0.33; H 0.08; H 0.66; H 0.28; H 0.60; H -0.32; H 0.34; H 0.55; H 0.35; H 0.26; H -0.10; H 0.66; H 0.29; H 0.58; H 0.26


Entry 2:
# C27H28F4GaN2O

A structure of composition C27H28F4GaN2O (ωB97M-V with the def2-TZVPD basis set, OMol25).

Cartesian coordinates (Å):
C  3.5379  -2.0807  -1.1482
N  3.0846  -0.8269  -0.5586
C  1.6786  -0.8348  -0.1001
Ga  0.2707  -0.9600  -1.5691
O  -1.3848  -1.5057  -0.5762
C  -1.5693  -2.7354  -0.4258
N  -1.8045  -3.8614  -0.2593
H  2.8219  -2.8796  -0.9312
H  4.5053  -2.3910  -0.7282
H  3.6396  -2.0375  -2.2402
H  3.2563  -0.0507  -1.1826
H  1.5074  0.0453  0.5333
H  1.5634  -1.7090  0.5547
H  0.5877  -2.2076  -2.5133
H  -0.0318  0.3728  -2.3959
F  2.5468  1.7033  -1.9256
C  1.9824  2.8968  -1.6676
C  2.4005  4.0132  -2.3609
C  1.8091  5.2337  -2.0590
C  0.8222  5.3175  -1.0859
C  0.4148  4.1713  -0.4147
C  0.9945  2.9480  -0.7066
H  3.1755  3.9235  -3.1100
H  2.1238  6.1232  -2.5895
H  0.3681  6.2718  -0.8537
H  -0.3614  4.2299  0.3341
H  0.6919  2.0334  -0.2150
F  -2.4436  -0.1954  -8.4587
C  -2.4054  -1.0598  -7.4142
C  -2.1541  -0.5668  -6.1505
C  -2.1197  -1.4585  -5.0881
C  -2.3268  -2.8145  -5.3023
C  -2.5747  -3.2808  -6.5855
C  -2.6192  -2.4003  -7.6591
H  -1.9862  0.4918  -6.0059
H  -1.9242  -1.0964  -4.0842
H  -2.2881  -3.5008  -4.4671
H  -2.7320  -4.3379  -6.7567
H  -2.8139  -2.7395  -8.6677
F  0.3419  5.1343  2.5285
C  0.2824  4.1849  3.4891
C  0.4018  4.5738  4.8079
C  0.3378  3.5983  5.7932
C  0.1634  2.2642  5.4513
C  0.0505  1.9022  4.1160
C  0.1069  2.8665  3.1197
H  0.5422  5.6188  5.0490
H  0.4252  3.8847  6.8332
H  0.1167  1.5069  6.2221
H  -0.0787  0.8633  3.8428
H  0.0211  2.6000  2.0755
F  -0.7667  -1.1593  5.8566
C  -0.9245  -2.3095  5.1530
C  -0.7743  -3.5111  5.8135
C  -0.9355  -4.6840  5.0868
C  -1.2353  -4.6366  3.7323
C  -1.3803  -3.4126  3.0925
C  -1.2261  -2.2332  3.8092
H  -0.5342  -3.5208  6.8683
H  -0.8231  -5.6384  5.5856
H  -1.3544  -5.5506  3.1661
H  -1.6065  -3.3781  2.0332
H  -1.3347  -1.2676  3.3329

Cartesian forces, eV/Å:
C -0.012 -0.065 0.003
N 0.163 0.029 0.205
C -0.342 0.005 -0.181
Ga 0.737 -0.114 -0.130
O 0.126 -0.025 -0.119
C -0.231 0.531 -0.077
N 0.003 -0.461 0.092
H 0.059 0.091 -0.041
H -0.072 0.069 -0.074
H -0.032 -0.026 0.067
H -0.108 -0.253 0.087
H 0.158 -0.104 0.067
H -0.020 0.165 0.020
H -0.205 -0.028 -0.041
H -0.280 -0.006 0.179
F 0.122 0.218 -0.244
C -0.110 -0.021 0.089
C 0.066 0.011 -0.006
C -0.034 -0.007 0.044
C 0.019 -0.004 -0.052
C 0.009 0.029 -0.139
C -0.098 -0.029 0.120
H -0.010 -0.012 -0.007
H 0.009 0.001 -0.002
H 0.001 0.000 0.002
H -0.011 0.024 -0.007
H 0.011 -0.016 -0.048
F -0.002 0.002 -0.003
C 0.002 -0.024 0.020
C -0.007 0.056 0.016
C 0.013 -0.001 0.157
C -0.013 -0.026 0.003
C 0.008 0.025 0.020
C -0.011 -0.035 -0.032
H 0.000 -0.002 -0.008
H 0.046 -0.007 -0.105
H 0.014 0.008 0.005
H -0.008 -0.002 -0.004
H 0.011 0.015 -0.004
F -0.014 0.028 0.073
C 0.012 -0.041 0.056
C -0.001 0.045 0.029
C -0.006 -0.035 -0.038
C 0.005 -0.011 0.046
C -0.002 0.012 0.014
C -0.008 -0.023 -0.060
H -0.006 0.005 -0.017
H 0.009 0.004 0.003
H -0.012 -0.025 -0.025
H 0.009 0.005 0.023
H 0.025 0.015 0.006
F 0.006 0.042 0.010
C -0.006 -0.067 -0.037
C 0.012 -0.017 0.054
C -0.009 0.014 -0.037
C 0.002 -0.012 0.027
C -0.005 0.052 -0.001
C 0.005 0.049 -0.006
H -0.005 0.015 -0.002
H 0.009 0.002 0.006
H 0.001 0.007 -0.013
H 0.009 -0.064 0.029
H -0.003 -0.010 -0.012

Charge: -1
Maximum force in eV/Å: 0.8
E_HOMO in Ha: -0.1572
Gap between HOMO and LUMO in eV: 6.9
E_tot in a.u.: -3554.67625

The Mulliken scheme yields these atomic charges, measured in e: C -0.92; N -0.43; C -0.70; Ga 0.59; O -0.65; C 0.80; N -0.76; H 0.37; H 0.28; H 0.24; H 0.32; H 0.21; H 0.64; H -0.36; H -0.31; F -0.25; C 0.26; C -0.70; C -0.31; C -0.77; C -0.41; C 0.15; H 0.43; H 0.34; H 0.38; H 0.44; H 0.26; F -0.33; C 0.53; C -0.66; C -0.12; C -0.64; C -0.21; C -0.54; H 0.43; H 0.28; H 0.46; H 0.35; H 0.40; F -0.26; C 0.58; C -0.64; C -0.24; C -0.68; C -0.22; C -0.31; H 0.41; H 0.35; H 0.42; H 0.41; H 0.14; F -0.28; C 0.52; C -0.62; C -0.22; C -0.76; C -0.18; C -0.44; H 0.41; H 0.35; H 0.43; H 0.29; H 0.45


Entry 3:
# CHCl3O2P

A structure of composition CHCl3O2P at a distorted geometry (ωB97M-V with the def2-TZVPD basis set, OMol25).

Cartesian coordinates (Å):
C  -2.7344  0.0275  -0.1112
O  0.2003  0.4391  -0.6384
O  -1.3469  -2.2087  0.3750
P  -1.2989  -1.2092  -0.7566
Cl  -4.2716  -0.8822  0.1767
Cl  -3.2156  1.4080  -1.1281
Cl  -2.3374  0.6894  1.4967
H  0.0694  0.7398  -1.5486

Cartesian forces, eV/Å:
C -0.463 0.335 0.869
O -1.800 -1.847 0.114
O 0.605 1.125 -0.864
P 0.658 0.839 0.564
Cl 0.138 -0.443 -0.364
Cl 0.423 0.005 -0.502
Cl 0.408 0.059 0.092
H 0.031 -0.072 0.091

Charge: -1
Maximum force in eV/Å: 2.6
E_HOMO in Ha: -0.1636
ΔE to the lowest compared entry with this formula, charge and spin in kcal per mole: 28.3
Gap between HOMO and LUMO in eV: 7.8
E_tot in a.u.: -1911.17395

The Mulliken scheme yields these atomic charges, measured in e: C 0.21; O -0.77; O -0.50; P 0.35; Cl -0.19; Cl -0.19; Cl -0.16; H 0.25


Entry 4:
# C3H8BN

The molecule C3H8BN at a distorted geometry (ωB97M-V with the def2-TZVPD basis set, OMol25).

Cartesian coordinates (Å):
B  2.0545  0.9321  0.7790
C  -1.2699  -1.0282  -0.0189
C  -1.1961  0.1079  -1.0659
C  0.0170  -0.2985  -0.3043
N  0.7590  0.4762  0.7142
H  2.3458  1.5035  1.8701
H  2.7896  0.7205  -0.0468
H  -1.7131  -0.8166  0.9583
H  -1.6368  -2.0854  -0.2612
H  -1.2685  -0.2377  -2.1255
H  -1.6927  1.0623  -0.8691
H  0.7212  -0.9451  -0.8877
H  0.3001  0.7317  1.5255

Cartesian forces, eV/Å:
B 7.087 3.377 2.087
C -1.875 0.156 0.382
C -1.643 -0.616 -0.153
C 3.709 -1.442 1.010
N -8.007 -4.205 -3.519
H -0.360 -0.764 -1.172
H 1.066 -0.310 -1.370
H 0.052 0.560 -0.351
H 1.611 1.522 -0.251
H 0.410 0.504 1.038
H 0.330 -0.394 0.102
H -0.230 1.175 0.451
H -2.148 0.434 1.746

2S+1: 3
Charge: 0
Maximum force in eV/Å: 9.7
E_HOMO (alpha / beta) in Ha: -0.1468 / -0.3762
ΔE to the lowest compared entry with this formula, charge and spin in kcal per mole: 18.7
Gap between HOMO and LUMO (alpha / beta) in eV: 4.6 / 6.6
E_tot in a.u.: -198.45148

The Mulliken scheme yields these atomic charges, measured in e: B -0.45; C -0.67; C -0.48; C 0.24; N 0.06; H -0.10; H -0.11; H 0.23; H 0.23; H 0.22; H 0.25; H 0.36; H 0.23